Entry 1:
# C24H30ClF4FeN5O3S

A structure of composition C24H30ClF4FeN5O3S (ωB97M-V/def2-TZVPD, the OMol25 dataset).

Atoms and positions in Å:
Fe: 0.6158 0.7816 0.1949
C: -2.0603 -1.1329 0.5627
N: -1.5410 0.2289 0.4944
C: -2.2195 0.9199 -0.6053
C: -1.7681 0.9562 1.7489
C: -0.8867 0.4651 2.8973
N: 0.4573 0.4431 2.3979
C: 1.4992 -0.0068 3.0958
C: 2.7529 -0.1904 2.4438
F: 2.8161 0.0928 1.1089
C: 3.8863 -0.6512 3.0631
F: 5.0121 -0.7951 2.3465
C: 3.8920 -0.9724 4.4083
C: 2.6932 -0.8236 5.0807
F: 2.6453 -1.1580 6.3799
C: 1.5446 -0.3699 4.4695
F: 0.4304 -0.2480 5.2320
H: -3.1488 -1.1310 0.7182
H: -1.5988 -1.6873 1.3751
H: -1.8424 -1.6478 -0.3733
H: -3.2986 1.0083 -0.4091
H: -2.0736 0.3563 -1.5265
H: -1.7952 1.9123 -0.7405
H: -2.8225 0.9012 2.0622
H: -1.5166 2.0013 1.5463
H: -1.2073 -0.5249 3.2465
H: -1.0291 1.1538 3.7396
H: 4.7833 -1.3227 4.9036
N: 0.0158 3.2543 -0.0995
C: 0.4023 4.2664 0.8823
C: 1.8937 4.1262 1.1701
N: 2.1806 2.7422 1.5283
H: 0.5823 3.3446 -0.9372
H: -0.9430 3.3783 -0.4009
H: -0.1713 4.0784 1.7947
H: 0.1953 5.2897 0.5510
H: 2.1853 4.8499 1.9406
H: 2.4571 4.3575 0.2620
H: 1.7668 2.5175 2.4270
H: 3.1789 2.5888 1.6024
C: -2.4088 0.5435 -4.0280
C: -1.9660 -0.8775 -3.7954
C: -2.9074 -1.7956 -3.3329
C: -2.6187 -3.1426 -3.2232
Cl: -3.8391 -4.2360 -2.6490
C: -1.3752 -3.6232 -3.5933
C: -0.4164 -2.7191 -4.0053
C: -0.6794 -1.3521 -4.0841
O: 0.3757 -0.6092 -4.5376
C: 0.6349 0.6936 -4.0308
C: 0.6086 0.7814 -2.4922
O: 1.3955 0.0640 -1.8274
O: -0.1873 1.5793 -1.9440
H: -3.4860 0.6188 -3.8868
H: -2.1821 0.8450 -5.0519
H: -1.9232 1.2363 -3.3413
H: -3.9021 -1.4482 -3.0843
H: -1.1617 -4.6816 -3.5494
H: 0.5729 -3.0600 -4.2830
H: -0.0442 1.4364 -4.4460
H: 1.6506 0.9104 -4.3614
S: 0.6830 -4.2467 -0.4421
C: 0.7061 -4.0053 1.2563
C: 0.7484 -2.6792 1.5345
N: 0.7590 -1.8541 0.4398
C: 0.7397 -2.5396 -0.6571
H: 0.7066 -4.8313 1.9463
H: 0.7745 -2.2569 2.5271
H: 0.7786 -2.1033 -1.6395

Cartesian forces, eV/Å:
Fe -0.1 -0.5 0.6
C 0.0 -0.2 0.1
N -0.2 0.5 -0.2
C -0.8 0.0 0.2
C -0.2 0.0 0.5
C -0.1 0.0 -0.1
N 0.5 0.4 -1.3
C 0.4 -0.2 0.4
C -0.3 0.2 -0.2
F 0.1 -0.1 0.1
C -0.1 0.0 0.2
F 0.0 0.0 -0.1
C 0.0 0.0 0.0
C 0.2 -0.2 -0.1
F -0.1 0.1 0.1
C -0.1 0.1 -0.2
F 0.0 0.0 0.0
H 0.0 0.1 0.0
H 0.0 0.0 0.0
H 0.0 0.0 0.0
H 0.0 -0.1 0.1
H -0.1 0.1 0.3
H -0.5 -0.5 0.1
H 0.0 0.0 -0.2
H -0.1 0.0 0.1
H -0.1 0.0 0.0
H -0.1 0.0 0.0
H 0.0 0.0 0.0
N 0.4 0.2 0.4
C 0.2 -0.1 0.0
C -0.2 -0.1 0.1
N 0.2 0.2 -0.1
H -0.1 0.0 0.0
H 0.1 0.1 0.0
H 0.0 0.1 0.1
H 0.0 0.0 0.1
H 0.0 0.0 -0.1
H 0.0 0.1 0.0
H 0.0 -0.1 -0.1
H 0.0 0.0 0.0
C 0.1 0.0 -0.1
C 0.1 0.1 0.0
C 0.0 -0.1 0.0
C 0.0 0.1 0.0
Cl 0.0 0.0 0.0
C 0.0 0.0 0.1
C 0.1 0.0 0.0
C -0.1 -0.2 0.1
O 0.0 0.1 -0.1
C 0.0 0.0 0.3
C 0.0 0.0 -0.4
O -0.1 0.1 0.5
O 0.9 -0.2 -0.8
H 0.0 0.0 0.0
H 0.0 0.1 0.0
H 0.0 0.1 -0.1
H 0.0 0.0 0.0
H 0.0 0.0 0.0
H 0.0 0.0 0.0
H 0.0 0.0 0.0
H 0.0 0.1 0.0
S 0.0 0.3 0.1
C 0.0 -0.1 -0.1
C 0.0 -0.2 0.1
N 0.3 0.3 -0.2
C 0.1 -0.5 -0.1
H 0.0 0.0 0.0
H 0.0 0.0 0.0
H 0.0 0.1 -0.1

* F_max: 1.473 eV/A
* expectation value of S²: 6.006
* energy above the lowest of the compared OMol25 structures with the same formula, charge and spin: 0.236 eV
* charge: 0
* spin multiplicity: 5
* total energy: -3953.59613 a.u.

Atom charges from the Löwdin analysis, given in e for atoms 1 to 6: atom 1 (Fe): 0.95, atom 2 (C): -0.07, atom 3 (N): -0.29, atom 4 (C): -0.10, atom 5 (C): -0.20, atom 6 (C): -0.23


Entry 2:
# C52H47FN5O7S2Sn

A structure of composition C52H47FN5O7S2Sn (ωB97M-V/def2-TZVPD, the OMol25 dataset).

Atoms and positions in Å:
Sn: -2.3428 -0.8763 -0.4946
C: 5.0016 -1.9174 5.0630
C: 3.7883 -1.5349 4.2742
C: 3.1047 -0.3440 4.5225
C: 1.9969 0.0237 3.7767
C: 1.5686 -0.8227 2.7705
C: 2.2427 -1.9996 2.4747
C: 3.3385 -2.3565 3.2381
S: 0.1247 -0.4594 1.7677
O: -0.0822 1.0097 1.8297
C: -1.1197 -1.2393 2.8237
C: -1.1914 -2.6338 2.6190
C: -2.0078 -3.4070 3.3962
C: -2.8669 -2.8079 4.3484
C: -3.7409 -3.5860 5.1364
C: -4.6230 -2.9874 5.9953
C: -4.6893 -1.5868 6.0742
C: -3.8347 -0.8060 5.3405
C: -2.8708 -1.3945 4.4921
C: -1.9202 -0.6099 3.7580
C: -1.8486 0.8296 4.0904
C: -1.3211 1.2373 5.3445
C: -0.6701 0.3356 6.2197
C: -0.1089 0.7843 7.3840
C: -0.1952 2.1406 7.7458
C: -0.8192 3.0380 6.9182
C: -1.3779 2.6155 5.6944
C: -1.9755 3.5423 4.8064
C: -2.4391 3.1510 3.5829
C: -2.3840 1.7933 3.2394
S: -2.7934 1.2192 1.5968
O: -3.9968 0.3710 1.6422
C: -3.0631 2.6813 0.6739
C: -4.3016 2.9835 0.1163
C: -4.3997 4.0982 -0.6849
C: -3.2716 4.8652 -1.0046
C: -3.3749 6.0164 -1.9412
C: -2.0310 4.5199 -0.4460
C: -1.9131 3.4201 0.3683
H: 5.0483 -1.3933 6.0144
H: 5.9060 -1.6644 4.5067
H: 5.0267 -2.9906 5.2428
H: 3.4460 0.3143 5.3105
H: 1.4738 0.9526 3.9644
H: 1.9005 -2.6189 1.6545
H: 3.8571 -3.2804 3.0189
H: -0.5476 -3.0807 1.8691
H: -2.0048 -4.4862 3.3067
H: -3.7019 -4.6625 5.0355
H: -5.2893 -3.5887 6.5970
H: -5.4222 -1.1229 6.7191
H: -3.9096 0.2709 5.3924
H: -0.6043 -0.7102 5.9522
H: 0.3959 0.0906 8.0420
H: 0.2309 2.4739 8.6819
H: -0.8919 4.0836 7.1871
H: -2.0673 4.5760 5.1123
H: -2.8911 3.8605 2.9063
H: -5.1618 2.3677 0.3407
H: -5.3613 4.3656 -1.1006
H: -4.2195 5.9093 -2.6180
H: -2.4547 6.1379 -2.5094
H: -3.5292 6.9390 -1.3737
H: -1.1534 5.1008 -0.6942
H: -0.9610 3.1092 0.7782
N: -4.0597 -2.2832 0.7579
N: -4.2756 -3.4771 0.0978
C: -3.4858 -3.7574 -1.1170
O: -3.9306 -4.5989 -1.8475
O: -2.4594 -3.0168 -1.1676
H: -3.4461 -2.4022 1.5638
H: -4.9081 -1.7835 1.0026
H: -5.2394 -3.7584 -0.0404
F: 4.1167 -2.0727 -2.7525
C: 3.2684 -1.1981 -3.3428
C: 2.0906 -0.9347 -2.7129
C: 1.1382 -0.0893 -3.2988
C: -0.1044 0.2012 -2.6111
O: -0.3006 -0.2543 -1.4384
C: -1.0016 1.0426 -3.3115
C: -0.6617 1.5529 -4.5358
N: 0.4845 1.2759 -5.1693
C: 0.7540 1.8814 -6.4589
C: -0.3190 1.9098 -7.5020
C: 0.8651 1.0138 -7.6806
C: 1.4222 0.4607 -4.5629
C: 2.6492 0.1875 -5.1771
C: 3.6021 -0.6396 -4.5993
N: 4.8165 -0.8651 -5.2370
C: 4.9196 -1.0681 -6.6675
C: 5.1164 -2.5576 -6.9825
N: 6.3225 -3.0745 -6.2592
C: 6.2115 -2.8301 -4.7852
C: 6.0152 -1.3301 -4.5675
C: -2.3123 1.4860 -2.7072
O: -2.6989 2.6099 -2.9469
O: -2.9366 0.6289 -1.9622
H: 1.8625 -1.4001 -1.7649
H: -1.3503 2.2255 -5.0298
H: 1.4217 2.7324 -6.3910
H: -0.4117 2.7909 -8.1187
H: -1.2635 1.4368 -7.2732
H: 1.6064 1.2704 -8.4244
H: 0.6979 -0.0488 -7.5684
H: 2.8710 0.6494 -6.1251
H: 5.7698 -0.4945 -7.0533
H: 4.0258 -0.7257 -7.1819
H: 5.2407 -2.7048 -8.0551
H: 4.2520 -3.1312 -6.6473
H: 7.1555 -2.5900 -6.6079
H: 6.4441 -4.0729 -6.4445
H: 7.1054 -3.1849 -4.2738
H: 5.3519 -3.3825 -4.4091
H: 6.8672 -0.7861 -4.9942
H: 5.9948 -1.1022 -3.5076

Cartesian forces, eV/Å:
Sn 0.4 0.2 -1.4
C 0.1 0.0 0.0
C -0.1 0.0 -0.1
C 0.0 0.0 0.0
C -0.2 0.2 0.0
C 0.1 -0.4 -0.6
C -0.1 0.1 0.0
C 0.0 0.0 0.0
S -0.2 0.2 1.0
O 0.2 0.3 -0.1
C -0.1 0.1 0.2
C 0.0 -0.1 -0.1
C 0.1 0.0 0.0
C 0.0 0.2 0.0
C -0.1 0.0 0.1
C 0.1 -0.2 -0.1
C 0.1 0.2 -0.1
C -0.1 0.0 0.1
C 0.0 -0.2 -0.1
C 0.4 -0.2 -0.4
C -0.1 0.2 -0.1
C -0.1 0.2 -0.2
C 0.1 -0.1 0.1
C -0.1 -0.2 -0.1
C -0.1 0.2 -0.1
C 0.0 0.0 0.0
C 0.1 -0.2 0.1
C -0.2 -0.1 -0.2
C 0.1 0.4 0.0
C 0.6 -0.7 -0.4
S -1.2 0.1 0.3
O -0.5 0.1 0.0
C 0.8 -0.3 -0.2
C -0.2 -0.2 0.3
C 0.1 0.1 0.0
C 0.0 -0.2 0.2
C -0.1 0.2 0.1
C -0.1 0.0 -0.1
C 0.0 0.0 0.1
H 0.0 0.0 0.0
H 0.0 0.0 0.0
H 0.0 0.0 0.1
H 0.0 0.0 0.0
H 0.0 0.0 0.0
H 0.1 -0.1 0.0
H 0.0 0.0 0.0
H 0.0 -0.1 0.0
H 0.0 0.0 -0.1
H -0.1 0.0 0.0
H 0.0 0.0 0.0
H 0.0 0.0 0.0
H 0.0 0.0 0.1
H 0.0 0.0 0.0
H 0.0 0.0 0.0
H 0.0 0.0 0.0
H 0.0 0.0 0.0
H 0.0 0.0 0.0
H 0.0 0.1 0.0
H 0.0 0.0 0.0
H 0.0 0.0 0.0
H 0.0 0.0 0.0
H 0.0 0.0 -0.1
H 0.0 0.0 0.0
H 0.0 0.0 0.0
H 0.1 0.1 0.0
N 0.4 0.6 -0.2
N 0.3 -0.5 -0.7
C -2.5 -0.2 1.3
O 0.7 0.1 0.0
O 2.4 2.3 -0.8
H -0.2 -0.1 0.2
H 0.0 0.0 0.1
H -0.1 0.3 0.1
F 0.0 0.0 -0.1
C -0.2 -0.1 0.1
C 0.1 0.0 0.0
C 0.0 0.0 0.0
C 0.0 0.2 -0.8
O -0.7 -0.9 0.7
C -0.2 -0.3 0.6
C 0.1 0.0 0.0
N -0.3 0.0 0.0
C 0.2 0.2 -0.3
C -0.1 0.0 0.0
C 0.0 -0.1 0.0
C 0.1 -0.3 0.3
C 0.1 0.0 -0.1
C -0.2 0.2 0.1
N 0.2 0.0 0.0
C 0.0 -0.2 0.1
C -0.4 0.4 -0.3
N 0.0 -0.1 0.0
C 0.0 0.3 0.6
C -0.1 -0.1 0.0
C 1.1 0.8 -0.6
O -0.3 -0.5 0.1
O -0.8 -1.8 1.6
H 0.1 0.0 0.0
H 0.1 0.0 -0.1
H 0.0 0.0 0.0
H 0.1 0.1 0.1
H 0.0 -0.1 0.0
H 0.0 0.1 0.0
H -0.1 0.0 0.1
H 0.0 0.1 0.0
H -0.1 0.0 0.0
H 0.0 0.0 0.0
H 0.2 -0.1 0.1
H 0.1 -0.1 0.1
H 0.0 -0.1 -0.1
H 0.1 0.1 -0.1
H 0.1 -0.1 -0.2
H 0.0 -0.1 -0.1
H 0.0 0.0 0.0
H 0.0 -0.1 0.0

* F_max: 3.424 eV/A
* charge: +3
* spin multiplicity: 1
* total energy: -3919.81040 a.u.

Atom charges from the Löwdin analysis, given in e for atoms 1 to 6: atom 1 (Sn): 1.62, atom 2 (C): -0.03, atom 3 (C): -0.24, atom 4 (C): -0.01, atom 5 (C): -0.05, atom 6 (C): -0.36


Among the records above, which one has the lowest F_max?
C24H30ClF4FeN5O3S


The highest spin multiplicity belongs to which entry?
C24H30ClF4FeN5O3S


Which of these has the highest spin multiplicity?
C24H30ClF4FeN5O3S


F_max of number 2 (C52H47FN5O7S2Sn)?
3.424 eV/A